{
  "formula": "C30H80N5O10S12",
  "method": "the ωB97M-V functional and the def2-TZVPD basis",
  "mol_weight_g_mol": 1055.80,
  "homo_lumo_gap_ev": 8.04,
  "energy_ha": -6994.9715,
  "e_lumo_ev": -2.08,
  "total_charge": 1,
  "elements": ["C", "C", "N", "C", "C", "C", "S", "S", "C", "C", "C", "N", "C", "N", "C", "N", "N", "H", "H", "H", "H", "H", "H", "H", "H", "H", "H", "H", "H", "H", "H", "H", "H", "H", "H", "H", "H", "C", "S", "O", "C", "H", "H", "H", "H", "H", "H", "C", "S", "O", "C", "H", "H", "H", "H", "H", "H", "C", "S", "O", "C", "H", "H", "H", "H", "H", "H", "C", "S", "O", "C", "H", "H", "H", "H", "H", "H", "C", "S", "O", "C", "H", "H", "H", "H", "H", "H", "C", "S", "O", "C", "H", "H", "H", "H", "H", "H", "C", "S", "O", "C", "H", "H", "H", "H", "H", "H", "C", "S", "O", "C", "H", "H", "H", "H", "H", "H", "C", "S", "O", "C", "H", "H", "H", "H", "H", "H", "C", "S", "O", "C", "H", "H", "H", "H", "H", "H"],
  "xyz": [[-0.2130, -0.4882, 5.2333], [-0.0139, -1.8423, 4.5952], [-0.1977, -1.9423, 3.1205], [-0.0748, -0.6704, 2.4229], [0.0269, -0.7713, 0.9265], [-1.3961, -2.5814, 2.7811], [-1.5119, -3.7844, 1.7427], [-2.8359, -1.9246, 3.6258], [-4.0573, -1.7834, 2.3185], [-3.9161, -0.5594, 1.4320], [-4.3429, 0.7005, 2.1533], [-3.6006, 1.8922, 1.7341], [-3.9750, 3.1538, 1.6138], [-3.0075, 3.9471, 1.2684], [-1.9304, 3.1594, 1.1364], [-0.6915, 3.4996, 0.8378], [-2.2811, 1.8782, 1.3950], [-1.1102, 0.0010, 4.9025], [-0.2994, -0.6174, 6.2954], [0.6208, 0.1696, 5.0655], [-0.6947, -2.5304, 5.0561], [0.9883, -2.1776, 4.8036], [-0.9613, -0.1085, 2.6619], [0.7897, -0.1515, 2.7897], [-0.9226, -1.0045, 0.4786], [0.7703, -1.4751, 0.6470], [0.3082, 0.1994, 0.5538], [-4.0690, -2.6625, 1.7053], [-4.9999, -1.7540, 2.8086], [-2.8962, -0.5091, 1.1001], [-4.5250, -0.7509, 0.5693], [-5.3817, 0.9226, 2.0061], [-4.2099, 0.5790, 3.2113], [-4.9779, 3.4536, 1.8129], [-0.4764, 4.3121, 0.2634], [0.0573, 2.8858, 1.1384], [-1.6630, 1.0878, 1.3582], [-5.3648, -2.2730, 6.4872], [-6.3942, -1.6096, 5.1827], [-5.8879, -0.2370, 4.8816], [-7.8783, -1.4106, 6.1621], [-4.3713, -2.4317, 6.0747], [-5.3210, -1.5595, 7.3098], [-5.7810, -3.2229, 6.8207], [-7.6679, -0.7559, 7.0068], [-8.2134, -2.3886, 6.5047], [-8.6386, -0.9648, 5.5257], [2.4164, -3.3565, -2.2760], [3.2046, -2.6761, -0.8247], [2.8767, -1.2200, -0.7592], [4.8754, -2.8103, -1.4608], [1.3406, -3.3283, -2.1167], [2.6774, -2.7612, -3.1488], [2.7337, -4.3858, -2.4186], [4.9542, -2.2400, -2.3856], [5.1074, -3.8599, -1.6351], [5.5525, -2.4036, -0.7129], [0.2734, 6.9456, 3.4705], [0.9656, 6.9328, 1.8110], [2.3476, 7.4737, 1.9150], [-0.0747, 8.2422, 1.1716], [0.8182, 6.2123, 4.0612], [0.3888, 7.9351, 3.9124], [-0.7791, 6.6668, 3.4191], [0.0631, 9.1396, 1.7740], [-1.1140, 7.9143, 1.1943], [0.2293, 8.4329, 0.1456], [3.4014, 4.2118, 1.6132], [3.0254, 2.5454, 2.1292], [1.5228, 2.4409, 2.2091], [3.5629, 2.7114, 3.8235], [3.0931, 4.3248, 0.5751], [2.8469, 4.9108, 2.2340], [4.4720, 4.3932, 1.6970], [3.0106, 3.5188, 4.3037], [4.6323, 2.9166, 3.8316], [3.3668, 1.7697, 4.3310], [1.9168, 6.3067, -3.4139], [0.5926, 6.7374, -2.3039], [0.6987, 5.7961, -1.1426], [-0.7629, 6.1439, -3.3137], [2.8612, 6.5523, -2.9391], [1.8845, 5.2385, -3.6241], [1.8126, 6.8838, -4.3320], [-0.6111, 5.0858, -3.5289], [-0.7979, 6.7221, -4.2357], [-1.6863, 6.2866, -2.7553], [-0.2665, -5.1508, -5.5145], [1.2586, -6.0798, -5.3921], [2.2007, -5.2615, -4.5729], [1.7485, -5.8741, -7.0979], [-0.7119, -5.1113, -4.5223], [-0.0470, -4.1424, -5.8651], [-0.9302, -5.6685, -6.2075], [1.8349, -4.8099, -7.3174], [1.0060, -6.3500, -7.7360], [2.7155, -6.3574, -7.2205], [3.6594, -4.4613, 5.0990], [4.6811, -3.9927, 3.6981], [5.9693, -3.5068, 4.2473], [3.7297, -2.5380, 3.2591], [4.1120, -5.3370, 5.5573], [3.6308, -3.6410, 5.8164], [2.6566, -4.7063, 4.7481], [3.6999, -1.8540, 4.1087], [2.7201, -2.8337, 2.9661], [4.2213, -2.0569, 2.4164], [6.2027, 3.5437, -2.8287], [5.9237, 5.2912, -2.5374], [4.9240, 5.7351, -3.5494], [7.5239, 5.8476, -3.1188], [5.2890, 3.0140, -2.5685], [6.4366, 3.3843, -3.8806], [7.0196, 3.1993, -2.1955], [7.6648, 5.5271, -4.1504], [8.3023, 5.4378, -2.4763], [7.5355, 6.9331, -3.0620], [-0.5712, -9.8359, -6.7750], [-1.4224, -8.9061, -8.0492], [-0.9171, -7.5070, -7.9578], [-3.0322, -8.9181, -7.2618], [0.4766, -9.8997, -7.0586], [-0.6660, -9.3173, -5.8212], [-0.9968, -10.8370, -6.7159], [-2.9563, -8.4660, -6.2731], [-3.3886, -9.9449, -7.1902], [-3.7081, -8.3384, -7.8855], [-4.9639, 0.2631, -3.9358], [-3.6686, -0.2354, -2.8020], [-4.3199, -1.0656, -1.7544], [-3.4045, 1.3958, -2.0947], [-5.3052, -0.6294, -4.4539], [-5.7876, 0.7052, -3.3759], [-4.5594, 0.9733, -4.6564], [-4.3370, 1.7641, -1.6635], [-3.0475, 2.0718, -2.8706], [-2.6446, 1.2985, -1.3226]],
  "forces_ev_per_angstrom": [[0.041, 0.083, -0.044], [0.083, 0.348, -0.549], [0.346, -0.212, 0.532], [0.036, -0.398, -0.268], [-0.400, 0.424, 0.412], [-0.307, 0.041, 0.069], [0.054, -0.445, -0.667], [-0.130, 0.425, 0.334], [0.245, 0.049, -0.285], [-0.252, -0.289, 0.377], [0.501, 0.013, 0.161], [-0.082, -0.643, -0.247], [-0.479, -0.681, 0.229], [0.770, 1.200, -0.651], [-0.007, -0.244, 0.096], [-0.070, 0.155, -0.439], [0.240, 0.955, 0.064], [-0.439, 0.216, -0.159], [-0.012, -0.101, 0.627], [0.372, 0.353, -0.167], [-0.280, -0.611, 0.234], [0.441, -0.291, 0.154], [-0.475, 0.839, 0.439], [0.372, 0.245, 0.321], [-0.420, -0.495, -0.343], [0.613, -0.564, -0.495], [0.409, 0.465, -0.295], [0.233, -0.594, -0.203], [-0.869, 0.011, 0.570], [0.507, 0.042, -0.297], [-0.183, 0.171, -0.660], [-0.537, 0.139, -0.165], [0.157, -0.020, 0.671], [-0.493, 0.108, 0.103], [0.016, 0.048, 0.342], [0.546, 0.121, -0.020], [-0.185, -0.523, 0.179], [0.028, 0.010, 0.131], [-0.044, -0.109, -0.043], [0.108, 0.066, -0.103], [-0.057, 0.025, 0.076], [0.002, -0.004, -0.036], [-0.013, 0.022, -0.009], [0.001, -0.021, -0.005], [0.025, 0.015, -0.004], [-0.012, -0.018, -0.007], [0.001, 0.007, -0.034], [-0.117, 0.091, 0.031], [0.053, -0.122, 0.057], [-0.008, 0.048, -0.027], [0.121, 0.043, 0.039], [-0.018, -0.005, 0.027], [0.019, 0.011, -0.020], [-0.005, -0.045, -0.035], [-0.034, 0.012, -0.008], [-0.001, -0.016, 0.003], [0.002, 0.005, 0.023], [-0.015, 0.100, 0.073], [-0.122, -0.219, 0.058], [0.037, -0.001, 0.032], [-0.031, 0.103, -0.046], [0.015, -0.025, -0.009], [0.024, 0.006, -0.010], [-0.009, -0.025, 0.003], [0.019, -0.005, 0.014], [-0.001, -0.010, -0.013], [0.026, -0.027, -0.031], [-0.115, 0.095, -0.062], [-0.061, -0.212, -0.074], [-0.035, -0.037, -0.075], [0.061, 0.041, 0.101], [-0.036, -0.009, -0.014], [0.036, 0.087, 0.027], [0.018, -0.052, 0.016], [-0.013, 0.010, -0.041], [0.027, -0.010, 0.031], [0.000, -0.030, -0.020], [-0.056, 0.021, -0.113], [0.060, 0.013, 0.088], [-0.221, -0.182, 0.149], [-0.046, -0.062, -0.063], [0.042, 0.005, 0.021], [-0.016, -0.020, 0.024], [0.019, 0.022, -0.021], [0.025, 0.004, 0.012], [-0.023, 0.015, -0.025], [0.021, 0.022, 0.018], [-0.143, 0.039, -0.033], [0.018, -0.095, -0.032], [-0.002, 0.037, 0.049], [0.049, 0.014, -0.140], [0.020, -0.012, 0.023], [0.038, 0.005, 0.010], [0.017, -0.021, -0.022], [0.016, 0.011, 0.042], [-0.031, -0.029, -0.002], [0.024, 0.001, 0.028], [-0.092, -0.013, 0.053], [-0.041, -0.048, -0.077], [0.115, 0.057, 0.067], [-0.229, 0.117, -0.075], [0.027, -0.018, -0.003], [0.037, 0.016, -0.010], [-0.005, -0.017, -0.010], [0.059, -0.034, 0.035], [-0.005, 0.003, -0.036], [0.030, -0.012, -0.027], [0.038, -0.082, -0.014], [-0.015, -0.009, 0.038], [-0.007, -0.003, -0.003], [0.096, 0.009, -0.025], [-0.026, 0.013, 0.018], [-0.008, 0.034, -0.018], [0.003, -0.013, 0.017], [-0.033, -0.007, -0.011], [0.014, 0.006, 0.016], [-0.024, 0.024, 0.012], [0.013, -0.053, 0.072], [0.005, -0.089, -0.064], [0.005, 0.146, 0.086], [-0.073, -0.011, 0.057], [0.016, 0.008, -0.028], [-0.006, 0.034, -0.014], [0.009, -0.021, -0.007], [0.033, 0.009, -0.002], [-0.016, -0.013, -0.010], [0.003, 0.013, -0.034], [-0.048, 0.055, -0.069], [0.047, -0.045, -0.144], [-0.026, 0.046, 0.161], [-0.031, 0.083, 0.056], [0.007, -0.035, -0.001], [0.009, -0.016, 0.031], [0.003, -0.007, -0.019], [-0.008, -0.038, -0.016], [0.020, 0.012, -0.006], [0.051, -0.022, 0.014]]
}


{
  "formula": "C5H11O2S",
  "method": "the ωB97M-V functional and the def2-TZVPD basis",
  "mol_weight_g_mol": 135.21,
  "homo_lumo_gap_ev": 6.70,
  "de_lowest_kj_mol": 129.7,
  "energy_ha": -745.7943,
  "e_lumo_ev": 3.23,
  "total_charge": -1,
  "elements": ["C", "S", "C", "H", "H", "H", "H", "H", "H", "C", "C", "C", "O", "O", "H", "H", "H", "H", "H"],
  "xyz": [[0.4339, -2.6181, -0.3114], [1.7260, -1.2561, -0.0715], [1.9867, -0.7550, -1.8297], [-0.2179, -2.4724, 0.5394], [0.8483, -3.5977, -0.2052], [0.0419, -2.2802, -1.2608], [2.6781, 0.0877, -1.7586], [0.9988, -0.5310, -2.2385], [2.4420, -1.5395, -2.3791], [-0.8808, 0.9992, 0.6116], [-2.2029, 1.3232, 1.3470], [0.1621, 2.2426, 0.6495], [0.0866, 2.8390, 1.7391], [0.8391, 2.3656, -0.3897], [-0.3358, 0.3533, 1.3540], [-0.9464, 0.7720, -0.4446], [-2.6432, 2.1669, 0.8901], [-2.1367, 1.4929, 2.4010], [-2.8798, 0.4075, 1.3574]],
  "forces_ev_per_angstrom": [[1.298, 2.162, 0.810], [-0.057, -0.851, -0.505], [-0.523, 0.104, 1.538], [-0.603, 0.152, -0.192], [0.341, -0.590, -0.656], [-0.661, -0.797, -0.080], [-0.504, 0.139, -0.242], [0.343, 0.489, -0.091], [0.462, -0.813, -0.539], [1.082, 1.397, 2.453], [-0.122, -2.391, -0.714], [-1.982, -1.439, 0.061], [0.942, 0.837, -0.165], [0.428, 0.503, 0.312], [-0.360, -0.388, -1.561], [-0.240, -0.929, 0.080], [-1.011, 0.872, -0.445], [0.829, 0.527, 0.562], [0.336, 1.017, -0.626]]
}


{
  "formula": "C2H10N4",
  "method": "the ωB97M-V functional and the def2-TZVPD basis",
  "multiplicity": 2,
  "mol_weight_g_mol": 90.13,
  "homo_lumo_gap_ev": [8.47, 3.08],
  "de_lowest_kj_mol": 34.5,
  "energy_ha": -300.8488,
  "e_lumo_ev": [-3.43, -8.82],
  "total_charge": 1,
  "elements": ["N", "C", "N", "H", "H", "H", "H", "H", "H", "N", "C", "N", "H", "H", "H", "H"],
  "xyz": [[2.1077, -0.0123, 1.6402], [3.2711, 0.6301, 0.9726], [2.9400, 0.7178, -0.4198], [1.8060, -0.9739, 1.3253], [1.3279, 0.6457, 1.5380], [4.1418, 0.1370, 1.1641], [3.2671, 1.6262, 1.3544], [2.9788, -0.1678, -0.9904], [3.3132, 1.4304, -1.0703], [-3.3380, -1.3191, -0.0415], [-3.1144, -0.4799, -1.0990], [-2.4135, 0.5481, -1.1056], [-4.2294, -1.7146, 0.1801], [-2.8237, -1.2051, 0.8858], [-3.5705, -0.8194, -2.0057], [-2.2250, 0.5990, -2.1360]],
  "forces_ev_per_angstrom": [[-0.752, -0.127, -2.193], [-2.347, 0.942, -0.924], [0.966, -2.014, -1.344], [0.630, 1.113, 0.669], [-0.208, -0.449, 0.358], [2.375, -1.479, 0.596], [0.529, 0.724, 0.398], [-0.432, 0.834, 1.255], [-0.832, 0.485, 1.145], [1.203, 0.022, 2.897], [-1.452, -1.885, 0.762], [2.292, 0.857, -1.349], [-0.502, -0.162, -0.715], [-0.765, 0.440, -2.123], [-0.552, -0.597, -0.530], [-0.153, 1.296, 1.098]]
}